(one)
Density functional theory data (wB97M-V/def2-TZVPD) for a cluster of 2 separate species, C4H9O3 in total.

Summary:
* gap between HOMO and LUMO: 7.1 eV
* charge: -1

Last columns: bonded neighbours and bond lengths (Å).
Atoms and positions in Å:
1 C 0.89564 -0.73852 -1.58429  C2 1.548, C3 1.527, H6 1.077, H7 1.169
2 C 1.68975 0.04199 -0.50839  C1 1.548, H8 1.080, H9 1.210, H10 1.067
3 C -0.38776 0.00689 -1.94422  C1 1.527, O4 1.235, O5 1.286
4 O -1.46046 -0.46916 -1.56041  C3 1.235
5 O -0.29599 1.04922 -2.69243  C3 1.286
6 H 1.45626 -0.85053 -2.49662  C1 1.077
7 H 0.59867 -1.83870 -1.32343  C1 1.169
8 H 2.03525 -0.53844 0.33429  C2 1.080
9 H 0.91777 0.92901 -0.22276  C2 1.210
10 H 2.52165 0.50951 -0.98506  C2 1.067
11 C -1.34846 0.29462 1.77965  O12 1.481, H14 1.097, H15 1.126, H16 1.090
12 O -1.26464 0.95968 3.10051  C11 1.481, H13 0.965
13 H -1.28841 0.26919 3.77383  O12 0.965
14 H -1.07380 1.04010 1.02318  C11 1.097
15 H -0.63632 -0.56081 1.61044  C11 1.126
16 H -2.35916 -0.10405 1.69571  C11 1.090

***

(two)
Density functional theory data (wB97M-V/def2-TZVPD) for a cluster of 2 separate species, C4H9O3 in total.

Summary:
* gap between HOMO and LUMO: 7.3 eV
* charge: -1

Last columns: bonded neighbours and bond lengths (Å).
Atoms and positions in Å:
1 C -1.59057 0.13294 -1.02390  C2 1.564, C3 1.606, H6 1.099, H7 1.063
2 C -1.18063 1.63287 -0.85421  C1 1.564, H8 1.110, H9 1.098, H10 1.091
3 C -1.28749 -0.68489 0.32471  C1 1.606, O4 1.248, O5 1.200
4 O -1.11438 0.09546 1.28296  C3 1.248
5 O -1.28625 -1.86821 0.12279  C3 1.200
6 H -2.66669 0.18225 -1.24240  C1 1.099
7 H -1.01097 -0.12865 -1.87564  C1 1.063
8 H -1.06621 2.08170 -1.86258  C2 1.110
9 H -0.27811 1.69747 -0.23233  C2 1.098
10 H -1.92994 2.12835 -0.23565  C2 1.091
11 C 1.94500 -1.08112 1.00410  O12 1.378, H14 1.176, H15 0.990, H16 1.102
12 O 3.24300 -1.04841 0.54244  C11 1.378, H13 1.013
13 H 3.57809 -0.09608 0.45826  O12 1.013
14 H 1.14172 -0.65308 0.25898  C11 1.176
15 H 1.71776 -1.94082 1.43891  C11 0.990
16 H 1.78565 -0.44978 1.89356  C11 1.102

***

Which of them is most stable? Easy: (one).

***

(one)
Density functional theory data (wB97M-V/def2-TZVPD) for a cluster of 2 separate species, C4H9O3 in total.

Summary:
* gap between HOMO and LUMO: 7.6 eV
* charge: -1

Last columns: bonded neighbours and bond lengths (Å).
Atoms and positions in Å:
1 C -0.27977 -0.58934 0.98408  O2 1.354, C3 1.623, H7 1.111, H8 1.104
2 O 0.91149 -0.98375 0.47499  C1 1.354
3 C -1.35585 -0.22340 -0.17414  C1 1.623, C4 1.529, H9 1.096, H10 1.088
4 C -0.68544 -0.00766 -1.53146  C3 1.529, C5 1.511, H11 1.090, H12 1.095
5 C -0.01692 1.34686 -1.56199  C4 1.511, O6 1.213, H13 1.100
6 O 0.08576 1.99844 -2.57988  C5 1.213
7 H -0.77347 -1.33064 1.64800  C1 1.111
8 H -0.22444 0.33987 1.57769  C1 1.104
9 H -2.01484 -1.09474 -0.26782  C3 1.096
10 H -1.93791 0.62970 0.16852  C3 1.088
11 H -1.38868 -0.17943 -2.34650  C4 1.090
12 H 0.10939 -0.75750 -1.60290  C4 1.095
13 H 0.32003 1.62288 -0.55140  C5 1.100
14 H 2.27235 0.14615 2.59998  O16 0.963
15 H 2.16438 -0.62130 1.22546  O16 1.017
16 O 2.81392 -0.29613 1.93737  H14 0.963, H15 1.017

***

(two)
Density functional theory data (wB97M-V/def2-TZVPD) for a cluster of 2 separate species, C4H9O3 in total.

Summary:
* gap between HOMO and LUMO: 8.5 eV
* charge: -1

Last columns: bonded neighbours and bond lengths (Å).
Atoms and positions in Å:
1 C -2.11193 -0.43955 1.68702  C2 1.540, H5 1.098, H6 1.083, H7 1.079
2 C -0.65598 -0.01502 1.41817  C1 1.540, O3 1.257, O4 1.256
3 O 0.24605 -0.88756 1.49080  C2 1.257
4 O -0.50879 1.17987 1.06155  C2 1.256
5 H -2.09526 -1.20097 2.47745  C1 1.098
6 H -2.50335 -0.96829 0.82639  C1 1.083
7 H -2.69994 0.40931 1.99931  C1 1.079
8 C 1.48715 0.23509 -1.81839  C9 1.514, O10 1.430, H11 1.094, H12 1.093
9 C 0.20937 0.89569 -2.28919  C8 1.514, H13 1.102, H15 1.081, H16 1.088
10 O 1.22884 -0.96820 -1.09108  C8 1.430, H14 0.983
11 H 2.01321 -0.14254 -2.70024  C8 1.094
12 H 2.03804 0.93982 -1.19088  C8 1.093
13 H 0.48814 1.69500 -2.99437  C9 1.102
14 H 0.89085 -0.75908 -0.19247  O10 0.983
15 H -0.21312 1.43093 -1.45030  C9 1.081
16 H -0.53819 0.26081 -2.76097  C9 1.088

***

(three)
Density functional theory data (wB97M-V/def2-TZVPD) for a cluster of 2 separate species, C4H9O3 in total.

Summary:
* gap between HOMO and LUMO: 7.8 eV
* charge: -1

Last columns: bonded neighbours and bond lengths (Å).
Atoms and positions in Å:
1 C -0.36904 0.44941 -1.92919  O2 1.390, C3 1.513, H7 1.146, H8 1.049
2 O -1.50988 0.77354 -1.20380  C1 1.390
3 C 0.62560 -0.28653 -1.05825  C1 1.513, C4 1.493, H9 1.141, H10 1.149
4 C 0.09831 -0.78672 0.24597  C3 1.493, C5 1.468, H11 1.150, H12 1.088
5 C 1.10562 -0.93007 1.30401  C4 1.468, O6 1.212, H13 1.076
6 O 1.17911 -1.88570 2.04534  C5 1.212
7 H -0.79918 -0.15991 -2.79872  C1 1.146
8 H 0.08768 1.21521 -2.48129  C1 1.049
9 H 0.97227 -1.21726 -1.61946  C3 1.141
10 H 1.55321 0.34168 -0.80209  C3 1.149
11 H -0.35210 -1.84281 0.31590  C4 1.150
12 H -0.72413 -0.13960 0.54379  C4 1.088
13 H 1.81067 -0.11952 1.37032  C5 1.076
14 H -1.48532 2.44044 1.21768  O16 0.935
15 H -1.06573 1.44357 -0.13261  O16 1.131
16 O -0.76428 2.03238 0.78486  H14 0.935, H15 1.131

***

Which of them is most stable? Easy: (two).

***

(one)
Density functional theory data (wB97M-V/def2-TZVPD) for a cluster of 2 separate species, C2H5O2S in total.

Summary:
* gap between HOMO and LUMO: 6.2 eV
* charge: -1

Last columns: bonded neighbours and bond lengths (Å).
Atoms and positions in Å:
1 S -0.07550 -1.17283 -2.27456  H2 1.344
2 H -0.19929 -1.79088 -3.46178  S1 1.344
3 O 0.05266 1.49577 2.24133  C4 1.211
4 C 0.04117 0.71319 1.31710  O3 1.211, O5 1.353, C6 1.486
5 O -0.45440 -0.53458 1.48488  C4 1.353, H7 0.972
6 C 0.50981 0.92596 -0.07722  C4 1.486, H8 1.091, H9 1.083, H10 1.100
7 H -0.84082 -0.55905 2.37640  O5 0.972
8 H 1.16949 0.10305 -0.35548  C6 1.091
9 H 1.00488 1.87834 -0.21920  C6 1.083
10 H -0.32432 0.75427 -0.77351  C6 1.100

***

(two)
Density functional theory data (wB97M-V/def2-TZVPD) for a cluster of 2 separate species, C2H5O2S in total.

Summary:
* gap between HOMO and LUMO: 7.6 eV
* charge: -1

Last columns: bonded neighbours and bond lengths (Å).
Atoms and positions in Å:
1 C 0.49519 0.48581 1.65384  S2 1.821, H3 1.091, H4 1.083, H5 1.096
2 S 0.92473 -1.19222 1.09042  C1 1.821, H10 1.378
3 H -0.10395 0.94196 0.86396  C1 1.091
4 H 1.34036 1.11159 1.91145  C1 1.083
5 H -0.14634 0.35365 2.53284  C1 1.096
6 O 0.21136 1.08694 -1.26257  C7 1.245
7 C -0.79072 0.58525 -1.80524  O6 1.245, O8 1.238, H9 1.152
8 O -1.93480 0.38614 -1.37736  C7 1.238
9 H -0.67808 0.21195 -2.88958  C7 1.152
10 H -0.15131 -1.45927 0.27232  S2 1.378

***

Which of them is most stable? Easy: (one).

***

(one)
Density functional theory data (wB97M-V/def2-TZVPD) for the molecule C3H5FO.

Summary:
* structure (SMILES): O=CCCF
* gap between HOMO and LUMO: 10.6 eV

Last columns: bonded neighbours and bond lengths (Å).
Atoms and positions in Å:
1 O -2.19732 -0.60646 -0.31298  C2 1.219
2 C -1.12849 -0.44792 0.25130  O1 1.219, C3 1.552, H6 1.119
3 C -0.19319 0.68468 -0.24897  C2 1.552, C4 1.523, H7 1.170, H8 1.102
4 C 1.13889 -0.02432 -0.04075  C3 1.523, F5 1.418, H9 1.030, H10 1.147
5 F 0.79717 -1.37626 -0.29715  C4 1.418
6 H -1.00862 -1.15187 1.11274  C2 1.119
7 H -0.28299 1.61568 0.45436  C3 1.170
8 H -0.62931 0.99851 -1.21104  C3 1.102
9 H 1.42410 0.08741 0.94222  C4 1.030
10 H 2.07977 0.22055 -0.64973  C4 1.147

***

(two)
Density functional theory data (wB97M-V/def2-TZVPD) for a cluster of 2 separate species, C3H5FO in total.

Summary:
* gap between HOMO and LUMO (spin up / spin down): 8.2 / 8.2 eV

Last columns: bonded neighbours and bond lengths (Å).
Atoms and positions in Å:
1 C 0.04665 -0.50419 0.27581  C3 1.409, H6 1.146
2 C 3.64402 0.25529 -0.34278  O4 1.162, F5 1.345, H7 1.057
3 C -1.33711 -0.29962 0.10345  C1 1.409, H8 1.250, H9 1.018, H10 1.195
4 O 3.18762 1.07481 0.34280  C2 1.162
5 F 4.27550 -0.85284 0.08573  C2 1.345
6 H 0.55344 -0.14107 1.23768  C1 1.146
7 H 3.60911 0.23314 -1.39856  C2 1.057
8 H -2.13523 -0.30716 1.06543  C3 1.250
9 H -1.90543 -0.82099 -0.56030  C3 1.018
10 H -1.56926 0.84905 -0.13214  C3 1.195

***

Which of them is most stable? Easy: (one).